Entry 1:
{
  "formula": "C7H15FN5",
  "method": "the ωB97M-V functional and the def2-TZVPD basis",
  "species": ["F", "N", "N", "N", "N", "N", "C", "C", "C", "C", "C", "C", "C", "H", "H", "H", "H", "H", "H", "H", "H", "H", "H", "H", "H", "H", "H", "H"],
  "coordinates": [[1.14054, -0.62000, 1.54334], [-1.56103, -1.12502, -0.53141], [0.26409, -2.76379, 0.05387], [-1.58103, 0.81004, 0.40668], [-2.78733, 0.42558, 0.11819], [-2.78940, -0.73503, -0.52795], [1.47567, 0.85304, -0.36852], [-0.79415, -0.20968, 0.05572], [-4.03764, 1.10060, 0.26050], [0.87203, -0.39210, 0.21136], [1.16074, -1.71118, -0.49908], [3.01848, 0.72717, -0.48004], [1.13697, 2.02502, 0.50076], [1.75501, 2.92267, 0.16498], [3.31431, -0.15235, -0.00135], [0.87503, -1.47117, -1.54652], [1.00742, 0.98735, -1.42132], [-4.84475, 0.92809, -0.44849], [3.29830, 0.68044, -1.53192], [1.54590, 1.88116, 1.60494], [-4.59226, 0.90414, 1.26934], [0.79080, -3.68274, -0.16073], [2.24159, -2.08504, -0.33311], [0.12590, 2.43449, 0.57860], [-3.95681, 2.19718, 0.29097], [-0.73064, -2.68341, -0.35490], [0.17844, -2.81466, 1.13382], [3.47383, 1.56919, 0.01230]],
  "forces_ev_per_a": [[0.163, 0.373, 0.149], [0.007, -1.353, -0.740], [0.906, -3.292, 1.147], [0.956, 0.993, 1.537], [0.067, -1.732, -2.132], [-0.469, 0.107, 0.626], [0.151, 0.211, -1.326], [1.002, 0.774, 0.429], [-2.615, 2.137, 2.962], [-3.856, -0.350, -0.381], [0.986, 0.885, 0.112], [-1.337, 0.827, -1.047], [1.823, 2.722, 2.401], [-0.717, -1.139, 0.181], [0.870, -1.353, 0.785], [0.493, -0.989, 0.422], [0.677, -0.262, 1.641], [0.884, -0.791, -0.654], [0.275, 0.069, 0.134], [-0.943, 0.005, -2.179], [1.531, -0.174, -1.472], [-1.664, 1.431, 0.159], [-1.750, 0.937, -0.578], [0.080, -0.739, -0.210], [0.723, -0.419, -0.179], [1.110, 0.156, 0.279], [0.294, 0.769, -2.049], [0.351, 0.194, -0.019]],
  "multiplicity": 1,
  "largest_force_ev_per_a": 4.49,
  "e_homo_ev": -14.3,
  "de_lowest_kcal_mol": 0.0,
  "smiles": "CC(C)[C@](F)(C[NH3+])c1nnn(C)n1",
  "total_charge": 1,
  "orbital_gap_ev": 11.1
}

Entry 2:
{
  "formula": "C35H26Cl2IrN2P",
  "method": "the ωB97M-V functional and the def2-TZVPD basis",
  "species": ["Ir", "Cl", "Cl", "P", "N", "N", "C", "C", "C", "C", "C", "C", "C", "C", "C", "C", "C", "C", "C", "C", "C", "C", "C", "C", "C", "C", "C", "C", "C", "C", "C", "C", "C", "C", "C", "C", "C", "C", "C", "C", "C", "H", "H", "H", "H", "H", "H", "H", "H", "H", "H", "H", "H", "H", "H", "H", "H", "H", "H", "H", "H", "H", "H", "H", "H", "H", "H"],
  "coordinates": [[-0.20131, 0.31023, -0.55801], [1.25426, 5.43472, -2.14934], [0.30606, 3.00463, -0.84980], [1.21496, -0.70512, 1.03794], [-1.66587, 1.06916, 0.52717], [-1.46036, 0.96937, -2.09618], [-4.87310, 2.66061, -0.44771], [-2.32381, 1.23856, -4.29563], [-2.83573, 1.63448, 2.52285], [-3.87966, 2.16514, 1.80607], [-1.33110, 0.81428, -3.40305], [3.03127, 1.12113, -0.05046], [-1.89518, -4.16097, -1.04285], [-3.83193, 2.14521, 0.40216], [-0.66616, -3.94399, -0.37415], [-2.67389, -3.10216, -1.39469], [2.11257, -0.59792, 2.59236], [2.33383, -0.09232, -0.23784], [3.38644, -0.32914, -2.41205], [1.62607, 4.24927, -0.93179], [-3.46375, 1.83029, -3.80938], [-4.77866, 2.57892, -1.79362], [1.29052, -4.78161, 0.79802], [-1.03037, -1.51397, -0.57304], [-1.73655, 1.09052, 1.85514], [-3.62640, 1.98508, -2.41846], [3.49621, -0.43680, 2.63817], [4.13809, -0.43552, 3.86753], [2.03066, -0.73142, 4.99720], [0.90371, -2.41554, 0.67854], [0.15597, -5.00963, 0.06916], [1.38009, -0.73740, 3.77514], [1.65980, -3.46508, 1.13415], [2.50578, -0.80266, -1.43102], [3.91869, 1.55362, -1.00770], [4.09675, 0.82890, -2.19522], [-2.70388, 1.58616, -0.18968], [3.40988, -0.57662, 5.04075], [-0.25994, -2.61910, -0.09801], [-2.24284, -1.77215, -1.15869], [-2.59481, 1.52627, -1.60910], [4.80144, 1.17908, -2.93790], [-2.90735, -0.97119, -1.45173], [4.49453, 2.45588, -0.84071], [2.53727, 3.72827, -1.18812], [-2.17148, 1.10123, -5.35640], [1.46633, -0.84625, 5.91272], [-0.90512, 0.67845, 2.40044], [-0.13791, -6.02313, -0.17537], [3.53500, -0.89860, -3.31977], [2.00267, -1.75317, -1.57057], [4.07540, -0.34378, 1.73063], [0.30410, -0.87202, 3.74083], [-4.24038, 2.17293, -4.48180], [1.66859, 4.71883, 0.04298], [3.92094, -0.57033, 5.99441], [5.21380, -0.32841, 3.90689], [2.88355, 1.69361, 0.85831], [-4.73360, 2.60014, 2.31031], [-2.21696, -5.17554, -1.24123], [-5.56854, 2.96200, -2.42641], [-5.73922, 3.11239, 0.01793], [-0.41994, 0.34998, -3.75525], [2.53916, -3.28956, 1.74266], [-3.63427, -3.26614, -1.86525], [-2.84263, 1.62822, 3.60315], [1.89828, -5.61034, 1.13433]],
  "forces_ev_per_a": [[0.359, 0.248, 1.819], [-0.016, 0.027, -0.044], [-0.011, 0.294, 0.065], [0.642, 0.025, -1.132], [-0.741, -0.069, 0.091], [0.243, -0.337, -0.474], [0.050, -0.026, -0.012], [-0.007, 0.028, 0.042], [0.038, 0.045, -0.047], [-0.013, 0.021, 0.043], [-0.063, 0.149, -0.002], [-0.053, -0.015, -0.155], [0.064, -0.098, -0.003], [-0.101, 0.090, -0.012], [-0.001, -0.016, 0.031], [-0.081, 0.154, 0.085], [-0.548, 0.455, 0.264], [0.520, -0.187, -0.279], [-0.141, -0.040, -0.018], [0.007, -0.007, -0.005], [0.017, -0.006, -0.013], [0.050, -0.023, 0.005], [0.089, 0.036, 0.012], [-0.016, -0.269, -0.265], [-0.124, 0.070, -0.081], [-0.105, 0.108, -0.028], [-0.017, -0.154, 0.042], [0.019, -0.006, -0.009], [-0.026, 0.019, -0.006], [-0.067, -0.088, 0.196], [-0.069, 0.013, -0.047], [0.042, -0.003, -0.032], [0.009, -0.091, 0.007], [-0.206, 0.052, -0.126], [-0.012, 0.001, -0.071], [0.031, 0.090, 0.048], [0.077, 0.030, -0.086], [0.019, -0.003, 0.008], [-0.091, -0.025, -0.076], [-0.058, -0.130, 0.052], [0.086, -0.027, 0.115], [0.010, -0.004, 0.022], [0.021, -0.020, -0.117], [0.022, -0.021, 0.000], [0.008, -0.059, 0.015], [-0.010, -0.013, 0.004], [0.002, -0.004, -0.009], [0.052, -0.042, 0.010], [-0.020, 0.000, 0.045], [-0.036, 0.007, 0.000], [0.079, -0.041, 0.031], [0.021, 0.002, 0.011], [0.008, -0.042, 0.018], [0.014, -0.006, -0.004], [-0.012, -0.036, 0.032], [-0.005, -0.005, -0.011], [-0.007, 0.004, 0.002], [0.054, -0.033, 0.014], [-0.001, -0.036, 0.002], [0.013, 0.010, -0.014], [-0.007, -0.010, 0.012], [0.000, -0.015, -0.005], [0.019, 0.003, 0.016], [-0.039, 0.000, 0.044], [0.010, 0.012, -0.015], [0.010, 0.006, -0.002], [0.000, 0.009, -0.004]],
  "multiplicity": 1,
  "largest_force_ev_per_a": 1.87,
  "e_homo_ev": -13.2,
  "total_charge": 2,
  "orbital_gap_ev": 6.8
}

Entry 3:
{
  "formula": "C13H23BF4NPTc",
  "method": "the ωB97M-V functional and the def2-TZVPD basis",
  "species": ["Tc", "P", "F", "F", "F", "F", "N", "C", "C", "C", "C", "C", "C", "C", "C", "C", "C", "C", "C", "C", "B", "H", "H", "H", "H", "H", "H", "H", "H", "H", "H", "H", "H", "H", "H", "H", "H", "H", "H", "H", "H", "H", "H", "H"],
  "coordinates": [[0.62179, -0.22422, 0.26511], [-1.71832, -0.88016, 0.86925], [1.50667, -2.03373, 3.01577], [-0.00655, -3.49960, 2.03776], [2.21453, -4.15265, 2.33275], [1.67491, -2.54093, 0.74415], [2.36656, 0.30641, -0.50220], [2.11872, -0.28305, -1.82947], [1.56792, 0.84363, -2.68764], [-2.62309, 0.56158, 0.10314], [-1.77435, 1.26510, -0.89312], [-0.30058, 2.46355, -2.90598], [-0.42838, 0.86505, -1.10144], [0.99988, 1.21515, 1.66123], [-3.12690, -2.09150, 0.75640], [-1.79428, -0.48812, 2.64477], [3.54227, -0.26839, 0.21927], [0.27043, 1.40227, -2.19886], [-2.32449, 2.33451, -1.59911], [-1.56081, 2.95082, -2.58812], [1.34425, -3.10705, 2.11270], [1.38585, -1.11908, -1.72071], [1.44655, 0.40345, -3.68888], [1.75946, 1.96871, 1.33051], [-3.33747, 2.68341, -1.37297], [0.26512, 2.90113, -3.72722], [-2.72271, -3.07542, 1.03287], [-3.43508, -2.12135, -0.29592], [3.04467, -0.67452, -2.26394], [-2.77065, -0.81910, 3.02071], [2.72795, 1.28658, -0.67488], [4.41030, -0.32352, -0.46259], [3.30348, -1.27791, 0.56796], [-0.99566, -1.01894, 3.17266], [-3.96635, -1.80671, 1.41105], [3.77246, 0.42015, 1.03897], [-2.95862, 1.25361, 0.89510], [0.04108, 1.70188, 1.88151], [-1.97084, 3.79618, -3.12549], [-1.00863, -2.05483, 0.25167], [-3.53445, 0.15391, -0.36869], [-1.70988, 0.59073, 2.81985], [1.38099, 0.82714, 2.63375], [2.30226, 1.66585, -2.81167]],
  "forces_ev_per_a": [[0.800, -1.137, 0.229], [-4.840, -0.489, 1.269], [-0.394, -0.027, -0.818], [0.085, 0.676, -0.283], [-0.864, 1.073, -0.245], [-0.865, 1.174, -0.197], [2.908, 1.519, -0.767], [0.072, 0.628, -0.629], [0.295, -0.427, -0.698], [0.137, -0.014, -0.637], [0.291, 0.729, -0.267], [0.114, -0.157, 0.037], [-0.351, 0.032, 0.143], [0.482, 0.941, 0.886], [0.152, -0.993, -0.304], [1.070, -0.266, 0.964], [0.551, -0.519, 0.468], [-0.319, 0.353, -0.304], [0.289, -0.351, 0.090], [-0.034, 0.023, 0.108], [0.835, -1.154, 0.676], [0.387, 0.007, -0.320], [-0.189, 0.370, 0.088], [-0.901, -0.486, 0.095], [0.348, -0.191, -0.163], [-0.165, -0.055, 0.119], [-0.371, 0.156, 0.097], [0.008, -0.076, 0.232], [-0.213, -0.230, 0.250], [0.258, -0.098, -0.275], [-1.381, -0.946, 0.342], [-0.465, 0.122, 0.199], [0.209, 0.264, 0.092], [-0.129, 0.048, 0.204], [0.496, 0.132, -0.236], [0.007, -0.398, -0.027], [0.309, -0.577, 0.155], [0.156, 0.171, -0.249], [0.044, -0.036, -0.050], [0.838, 1.409, 0.412], [0.423, 0.085, 0.158], [0.196, -0.273, -0.261], [-0.186, -0.483, -0.703], [-0.094, -0.529, 0.121]],
  "multiplicity": 4,
  "largest_force_ev_per_a": 5.03,
  "e_homo_ev": [-16.3, -16.4],
  "de_lowest_kcal_mol": 2.2,
  "total_charge": 2,
  "orbital_gap_ev": [6.2, 6.0]
}